Record 1
74
Properties=species:S:1:pos:R:3 method="wB97M-V/def2-TZVPD" relative_energy_kj_mol=3896.0 homo_lumo_gap_ha=0.2928 e_lumo_ev=-0.39 largest_force_ha_per_bohr=0.307 total_energy_ha=-4923.7570
C -1.472 -2.594 1.342
C -1.682 -4.062 1.095
N -1.875 -5.220 0.938
H -1.380 -2.133 0.358
H -0.670 -2.370 2.045
H -2.366 -2.066 1.673
C -0.738 2.812 1.433
C -2.071 3.132 0.928
N -3.142 3.309 0.563
H -0.189 3.750 1.355
H -0.441 2.036 0.728
H -0.776 2.418 2.448
C -1.545 -0.064 1.732
C -1.493 0.832 2.851
N -1.394 1.602 3.747
H -0.744 -0.798 1.821
H -1.305 0.484 0.822
H -2.545 -0.492 1.658
C 0.209 -0.141 -0.332
C 0.488 -1.028 0.849
N 0.653 -1.728 1.721
H -0.410 -0.731 -1.008
H 1.243 0.065 -0.610
H -0.329 0.782 -0.119
C -0.137 -2.375 -2.036
C 0.468 -2.021 -3.317
N 0.951 -1.778 -4.376
H 0.450 -1.996 -1.199
H -0.047 -3.455 -1.914
H -1.152 -2.018 -1.861
C -0.575 3.496 -2.552
C -0.549 2.534 -1.433
N -0.547 1.695 -0.632
H 0.155 3.275 -3.331
H -0.295 4.430 -2.065
H -1.603 3.558 -2.908
C 0.959 2.247 2.813
C 1.268 1.355 1.700
N 1.502 0.659 0.830
H 0.146 1.721 3.315
H 0.676 3.211 2.392
H 1.744 2.386 3.557
Cl -2.004 0.173 -0.513
C -2.720 0.757 -2.053
C -2.825 -0.321 -3.099
Cl -1.137 -0.716 -3.754
H -2.077 1.527 -2.479
H -3.662 1.267 -1.848
H -3.460 -0.126 -3.963
H -3.206 -1.212 -2.601
Cl 1.004 1.097 -6.114
C 0.482 0.513 -4.437
C 1.791 0.423 -3.521
Cl 1.218 0.696 -1.817
H 0.195 -0.519 -4.640
H -0.334 1.159 -4.115
H 2.625 1.079 -3.768
H 2.340 -0.519 -3.516
Cl -1.111 -1.805 5.080
C 0.270 -1.324 4.171
C 1.461 -2.222 4.212
Cl 1.066 -3.852 3.474
H 0.537 -0.296 4.417
H -0.016 -1.281 3.120
H 1.811 -2.321 5.239
H 2.297 -1.833 3.630
Cl 4.620 -1.493 1.731
C 3.320 -0.491 1.201
C 3.171 -0.461 -0.266
Cl 2.289 -2.005 -0.795
H 3.212 0.458 1.725
H 2.459 -1.002 1.631
H 4.182 -0.527 -0.667
H 2.763 0.457 -0.688


Record 2
66
Properties=species:S:1:pos:R:3 method="wB97M-V/def2-TZVPD" homo_lumo_gap_ha=0.2353 e_lumo_ev=-0.50 largest_force_ha_per_bohr=0.125 total_energy_ha=-2282.3153
C 1.218 1.310 -2.083
C 0.454 0.141 -2.474
C 1.067 -1.007 -1.886
H -0.359 0.102 -3.179
C 2.155 -0.577 -1.093
C 2.283 0.846 -1.221
H 3.110 1.442 -0.821
H 1.095 2.311 -2.485
H 0.806 -2.041 -2.089
H 2.843 -1.246 -0.568
Hf 0.259 0.783 -0.153
Cl -1.626 2.073 -0.469
C -1.896 -1.007 1.859
C -0.663 -1.712 1.884
C -0.493 -2.332 0.596
H 0.045 -1.771 2.716
C -1.612 -1.989 -0.203
C -2.483 -1.180 0.577
H -3.442 -0.755 0.241
H -2.319 -0.445 2.696
H 0.366 -2.941 0.297
H -1.771 -2.304 -1.237
C -0.235 5.344 -0.262
C 0.691 4.935 0.884
C 2.064 4.536 0.366
C 0.776 6.081 1.883
O 0.031 3.814 1.537
Si 0.574 2.734 2.673
S 1.693 1.230 1.679
O 1.458 3.552 3.767
C 2.713 3.486 4.524
C 3.528 2.264 4.163
C 3.493 4.753 4.200
C 2.333 3.429 5.998
O -0.774 2.061 3.367
C -1.792 2.767 4.181
C -2.837 1.717 4.558
C -1.146 3.325 5.434
C -2.422 3.893 3.378
H 0.159 6.249 -0.748
H -1.240 5.566 0.127
H -0.320 4.544 -1.009
H 2.502 5.396 -0.160
H 2.745 4.270 1.183
H 2.003 3.706 -0.348
H -0.226 6.345 2.251
H 1.418 5.824 2.734
H 1.198 6.964 1.385
H 3.840 2.272 3.115
H 4.450 2.241 4.761
H 2.988 1.340 4.385
H 2.911 5.651 4.457
H 4.435 4.779 4.775
H 3.756 4.791 3.131
H 1.723 4.300 6.281
H 1.763 2.511 6.211
H 3.237 3.418 6.629
H -2.370 0.855 5.056
H -3.578 2.138 5.254
H -3.384 1.365 3.672
H -0.477 4.160 5.202
H -1.913 3.719 6.116
H -0.595 2.551 5.980
H -1.703 4.703 3.197
H -2.807 3.528 2.417
H -3.260 4.328 3.945


Record 3
88
Properties=species:S:1:pos:R:3 method="wB97M-V/def2-TZVPD" homo_lumo_gap_ha=0.3140 charge=+1 e_lumo_ev=-3.40 largest_force_ha_per_bohr=0.080 total_energy_ha=-5346.5708
O -1.487 4.699 -0.292
P -0.618 4.108 -1.300
N -0.266 2.342 -0.933
C 1.000 1.839 -1.599
C 0.827 1.153 -2.952
O 0.608 -0.005 -3.119
I 1.075 2.432 -4.691
S -1.674 1.250 -1.001
O -1.156 -0.061 -0.827
O -2.553 1.664 0.035
C -2.535 1.324 -2.653
F -2.307 0.150 -3.223
F -2.085 2.264 -3.483
C -4.094 1.479 -2.525
F -4.556 1.061 -3.711
F -4.596 0.656 -1.611
C -4.550 2.957 -2.346
F -4.810 3.455 -3.558
F -3.587 3.713 -1.806
C -5.845 3.137 -1.509
F -6.045 4.458 -1.413
F -5.687 2.662 -0.276
F -6.887 2.593 -2.118
H 0.685 4.632 -1.216
H -1.024 4.175 -2.641
H -0.021 2.369 0.091
H 1.567 1.194 -0.913
H 1.626 2.707 -1.765
C 2.530 1.290 4.197
C 1.729 2.308 5.021
C 0.764 3.018 4.060
S 0.421 1.836 2.756
O 0.964 2.362 1.500
O -0.948 1.400 2.830
C 1.509 0.552 3.340
H 3.084 0.599 4.829
H 3.245 1.812 3.558
H 1.162 1.789 5.796
H 2.379 3.025 5.519
H -0.174 3.293 4.535
H 1.219 3.897 3.607
H 1.951 0.030 2.495
H 0.912 -0.133 3.930
C -4.754 -2.279 -7.205
C -4.554 -1.440 -5.936
C -3.134 -1.719 -5.423
S -2.157 -2.157 -6.865
O -1.741 -3.529 -6.741
O -1.209 -1.104 -7.133
C -3.498 -2.069 -8.046
H -5.650 -1.984 -7.749
H -4.853 -3.334 -6.940
H -4.656 -0.381 -6.183
H -5.298 -1.672 -5.176
H -2.690 -0.852 -4.954
H -3.115 -2.565 -4.737
H -3.353 -2.825 -8.813
H -3.481 -1.074 -8.491
C 6.437 -1.223 0.023
C 5.474 -2.360 -0.344
C 4.070 -1.936 0.107
S 4.057 -0.144 0.056
O 3.887 0.366 1.392
O 3.182 0.305 -1.019
C 5.759 0.063 -0.439
H 7.410 -1.349 -0.447
H 6.586 -1.198 1.105
H 5.483 -2.510 -1.425
H 5.763 -3.301 0.119
H 3.292 -2.315 -0.552
H 3.864 -2.235 1.133
H 6.163 0.962 0.021
H 5.781 0.155 -1.525
C -0.286 -3.035 6.605
C 0.632 -4.198 7.006
C 1.958 -4.017 6.255
S 2.137 -2.252 5.978
O 2.085 -1.994 4.555
O 3.215 -1.735 6.780
C 0.570 -1.777 6.702
H -1.163 -2.971 7.247
H -0.631 -3.173 5.577
H 0.811 -4.166 8.082
H 0.183 -5.163 6.778
H 2.809 -4.369 6.831
H 1.941 -4.505 5.282
H 0.159 -0.928 6.160
H 0.759 -1.504 7.740


Record 4
64
Properties=species:S:1:pos:R:3 method="wB97M-V/def2-TZVPD" relative_energy_kj_mol=0.0 homo_lumo_gap_ha=0.2922 e_lumo_ev=0.42 largest_force_ha_per_bohr=0.049 total_energy_ha=-3300.4381
O 6.276 2.304 0.086
C 7.302 1.880 -0.897
C 8.468 2.548 -0.210
H 7.105 2.317 -1.883
H 7.384 0.788 -0.947
C 7.373 2.941 0.804
H 8.843 3.432 -0.747
H 9.259 1.894 0.147
C 7.293 4.451 0.762
H 7.133 4.744 -0.287
H 8.270 4.841 1.099
H 6.496 4.848 1.402
C 7.509 2.342 2.191
H 7.479 1.246 2.147
H 6.675 2.671 2.826
H 8.455 2.665 2.644
Ga 0.912 0.397 -0.345
C -0.717 -1.879 1.620
C -0.558 -2.108 0.244
C 0.832 -1.852 -0.097
H -1.315 -2.484 -0.448
C 1.525 -1.579 1.158
C 0.553 -1.571 2.185
H 0.748 -1.375 3.236
H -1.657 -1.947 2.166
H 1.303 -2.182 -1.026
H 2.604 -1.516 1.274
C -1.828 1.696 0.681
C -0.869 1.400 1.663
C 0.421 1.835 1.203
H -1.067 0.971 2.641
C 0.206 2.451 -0.118
C -1.196 2.351 -0.400
H -1.692 2.794 -1.257
H -2.899 1.527 0.770
H 1.304 1.987 1.821
H 0.916 3.112 -0.610
O 2.999 1.197 -0.576
C 3.925 0.851 0.551
C 4.793 -0.274 0.011
H 3.335 0.622 1.448
H 4.514 1.769 0.766
C 4.902 0.166 -1.455
H 4.273 -1.222 0.071
H 5.725 -0.358 0.561
C 3.509 0.612 -1.839
H 5.395 -0.545 -2.123
H 5.495 1.087 -1.484
H 2.883 -0.227 -2.165
H 3.448 1.428 -2.564
C -0.222 -1.989 -3.767
Si -0.628 -0.266 -3.124
C -0.731 0.981 -4.525
C -2.311 -0.342 -2.270
O 0.577 0.266 -2.149
H -0.893 -2.227 -4.606
H -0.337 -2.781 -3.013
H 0.811 -2.023 -4.143
H -1.493 0.744 -5.281
H -0.955 1.978 -4.124
H 0.241 1.031 -5.034
H -2.329 -0.888 -1.317
H -2.727 0.659 -2.095
H -2.966 -0.868 -2.981


Record 5
67
Properties=species:S:1:pos:R:3 method="wB97M-V/def2-TZVPD" homo_lumo_gap_ha=0.2074 charge=+1 e_lumo_ev=-4.78 largest_force_ha_per_bohr=0.095 total_energy_ha=-1421.0269
O 1.582 -4.638 3.329
C 1.507 -4.144 2.243
O 1.732 -4.820 1.060
C 1.187 -2.616 2.153
C 2.170 -1.777 1.409
C 1.868 -0.312 1.377
N 0.757 0.193 2.007
C -0.171 -0.587 2.684
C -0.012 -2.047 2.805
C -1.056 -2.867 3.612
C -1.911 -3.870 2.750
C -2.611 -3.219 1.484
C -4.217 -3.270 1.569
N -4.687 -1.957 1.035
C -5.299 -0.903 1.686
C -5.486 0.144 0.657
C -4.944 -0.454 -0.611
C -4.451 -1.806 -0.339
H 1.362 -4.275 0.338
H 3.077 -2.201 0.922
H 2.590 0.364 0.861
H 0.635 1.214 1.967
H -1.021 -0.030 3.139
H -1.697 -2.190 4.251
H -0.476 -3.495 4.355
H -1.355 -4.793 2.429
H -2.736 -4.244 3.429
H -2.356 -3.770 0.531
H -2.329 -2.136 1.408
H -4.651 -4.103 0.960
H -4.546 -3.397 2.632
H -5.569 -0.898 2.766
H -5.926 1.156 0.816
H -4.909 0.059 -1.605
H -3.995 -2.579 -0.989
C -1.741 5.684 -1.229
O -0.607 5.061 -1.818
C 0.380 4.708 -0.860
C 0.348 3.218 -0.561
O -0.851 2.852 0.125
C -1.795 2.224 -0.736
H -2.520 5.755 -1.988
H -2.127 5.106 -0.386
H -1.482 6.694 -0.898
H 0.263 5.293 0.058
H 1.352 4.957 -1.297
H 1.184 2.975 0.106
H 0.468 2.632 -1.478
H -1.453 1.216 -0.997
H -1.958 2.804 -1.647
H -2.742 2.142 -0.201
C 4.244 1.450 -4.655
O 5.390 1.053 -3.915
C 5.456 1.674 -2.638
C 5.038 0.715 -1.537
O 3.646 0.400 -1.624
C 3.410 -0.880 -2.181
H 4.165 0.803 -5.529
H 3.328 1.354 -4.066
H 4.357 2.484 -4.994
H 4.851 2.586 -2.613
H 6.500 1.960 -2.476
H 5.196 1.201 -0.569
H 5.646 -0.195 -1.559
H 3.700 -1.653 -1.458
H 3.953 -1.031 -3.116
H 2.342 -0.974 -2.383


Record 6
63
Properties=species:S:1:pos:R:3 method="wB97M-V/def2-TZVPD" relative_energy_kj_mol=182.7 homo_lumo_gap_ha=0.3327 e_lumo_ev=0.80 largest_force_ha_per_bohr=0.011 total_energy_ha=-1100.0202 smiles="C[C@H](CCc1ccccc1)N1CCC(CCC(=O)NCCN(C)C)CC1"
C -4.295 -1.467 0.403
C -3.292 -0.331 0.163
C -3.592 0.425 -1.144
C -4.490 1.654 -0.946
C -5.864 1.296 -0.459
C -6.777 0.696 -1.319
C -8.037 0.337 -0.875
C -8.405 0.577 0.438
C -7.507 1.181 1.301
C -6.247 1.538 0.853
N -1.895 -0.749 0.164
C -1.562 -1.811 -0.766
C -0.045 -1.866 -0.944
C 0.621 -2.151 0.401
C 2.143 -2.296 0.305
C 2.890 -1.045 -0.148
C 4.380 -1.323 -0.292
O 4.888 -2.411 -0.122
N 5.090 -0.235 -0.674
C 6.531 -0.222 -0.735
C 7.095 0.760 0.296
N 6.506 2.082 0.133
C 7.084 2.805 -0.982
C 6.591 2.863 1.350
C 0.178 -1.070 1.386
C -1.347 -1.038 1.472
H -5.299 -1.064 0.499
H -4.284 -2.174 -0.424
H -4.051 -2.001 1.320
H -3.383 0.380 0.992
H -2.641 0.763 -1.559
H -4.060 -0.248 -1.864
H -4.574 2.171 -1.906
H -4.012 2.333 -0.238
H -6.496 0.510 -2.346
H -8.735 -0.129 -1.555
H -9.388 0.297 0.786
H -7.789 1.375 2.326
H -5.551 2.010 1.533
H -2.038 -1.602 -1.725
H -1.914 -2.795 -0.411
H 0.212 -2.642 -1.668
H 0.290 -0.903 -1.331
H 0.236 -3.112 0.765
H 2.380 -3.103 -0.391
H 2.533 -2.592 1.281
H 2.518 -0.704 -1.116
H 2.761 -0.235 0.573
H 4.659 0.678 -0.676
H 6.853 0.047 -1.747
H 6.874 -1.236 -0.517
H 8.195 0.783 0.221
H 6.830 0.394 1.291
H 8.158 3.004 -0.843
H 6.567 3.757 -1.094
H 6.954 2.235 -1.899
H 7.628 3.065 1.658
H 6.086 3.816 1.195
H 6.086 2.332 2.156
H 0.598 -1.260 2.376
H 0.519 -0.093 1.042
H -1.660 -0.251 2.163
H -1.705 -2.005 1.872


Record 7
74
Properties=species:S:1:pos:R:3 method="wB97M-V/def2-TZVPD" spin_multiplicity=2 homo_lumo_gap_ha="0.0888 / 0.1731" charge=-1 e_lumo_ev="0.18 / 0.18" largest_force_ha_per_bohr=0.086 total_energy_ha=-1927.6163 s_squared=0.7707
N -0.387 -0.303 -0.768
H -0.241 0.184 0.105
H 0.230 0.050 -1.486
H -1.349 -0.199 -1.055
H -0.121 -1.272 -0.665
C 1.796 -2.853 -3.826
C 1.660 -1.769 -2.763
O 1.565 -0.583 -3.071
O 1.575 -2.109 -1.539
H 2.871 -2.943 -3.982
H 1.371 -2.576 -4.790
H 1.273 -3.765 -3.536
C -1.134 2.825 2.264
C 0.283 2.288 2.054
C 1.339 2.957 2.998
O 2.641 2.680 2.514
C 3.732 3.442 3.108
N 0.305 0.811 1.912
H -1.110 3.891 2.035
H -1.324 2.732 3.333
H -1.882 2.301 1.668
H 0.546 2.718 1.087
H 1.195 2.656 4.036
H 1.045 4.004 3.078
H 3.743 3.158 4.160
H 3.810 4.496 2.842
H 4.683 3.142 2.669
H -0.198 0.400 2.685
H 1.280 0.559 1.983
C -3.769 0.295 0.872
C -3.786 0.011 -0.635
C -5.272 0.229 -1.197
O -5.362 -0.052 -2.591
C -6.592 0.293 -3.212
N -2.860 0.851 -1.347
H -4.472 -0.202 1.540
H -3.924 1.368 0.984
H -2.776 0.171 1.306
H -3.467 -1.016 -0.814
H -5.606 1.218 -0.884
H -5.912 -0.503 -0.704
H -7.435 -0.372 -3.025
H -6.433 0.319 -4.290
H -6.766 1.338 -2.956
H -3.129 1.823 -1.287
H -2.958 0.562 -2.310
C 5.446 2.291 -0.910
C 4.245 1.755 -1.333
C 2.916 2.482 -1.313
O 1.778 1.966 -1.523
C 3.070 3.877 -0.864
C 4.232 4.482 -0.416
C 5.565 3.756 -0.388
O 6.628 4.255 -0.025
O 4.246 5.731 0.076
O 4.122 0.426 -1.674
H 6.313 1.648 -0.867
H 2.128 4.405 -0.840
H 5.115 5.948 0.423
H 3.248 0.188 -1.990
C 0.243 -6.353 0.329
C 0.155 -5.075 -0.031
C -0.716 -4.003 0.628
O -0.724 -2.801 0.228
C -1.382 -4.570 1.826
C -1.241 -5.814 2.257
C -0.362 -6.822 1.565
O -0.189 -7.968 1.887
O -1.895 -6.252 3.382
O 0.784 -4.759 -1.225
H 0.780 -7.085 -0.257
H -2.065 -3.953 2.392
H -1.762 -7.184 3.567
H 0.645 -3.826 -1.401